(1)
C23H44NOP3Rh | ωB97M-V/def2-TZVPD

Last column: Mulliken spin population.
Positions of all 73 atoms, in Å:
H 4.2453 1.3174 1.3888  0.020
C 4.7394 0.6783 0.6559  0.144
H -2.5360 -3.2118 0.3066  0.010
C 1.5729 -1.4474 1.4722  0.155
C -1.2623 2.3642 2.8408  0.002
Rh -0.4459 0.1458 0.1616  1.412
C 0.8541 0.7287 3.7282  0.027
C -3.5274 -2.7930 0.2097  0.127
H 6.0682 -0.2330 2.0782  0.001
H 1.3886 3.5350 2.7528  0.004
C -3.0568 2.1993 -0.1275  0.024
H -0.2093 -2.7169 1.3140  -0.005
H -1.7098 -1.1980 -3.3806  -0.001
C 1.1933 -0.4751 -2.7506  0.052
C 5.7551 -0.2100 1.0378  -0.023
H -7.1066 -1.2005 0.0609  0.003
N 3.2988 1.5296 -1.0699  0.333
H -1.8464 -0.7551 0.4604  -0.105
C 0.2735 -1.8366 1.7489  0.002
C -1.4611 -1.8575 -2.5380  0.009
H 4.6586 -0.0233 -2.7075  0.000
H -6.7830 -3.6822 -0.2463  0.000
H -1.0615 2.6667 3.8808  0.000
C 5.9792 -0.9682 -1.2585  -0.022
C 6.3820 -1.0188 0.0821  0.259
H 2.1527 -1.8483 0.6433  -0.005
C -5.0185 -0.8731 0.4648  0.078
H 2.0927 -0.7461 2.1206  -0.022
O -2.7443 -0.6472 1.0397  0.202
H 2.6720 1.9513 -0.3938  -0.039
C 1.4683 2.7942 1.9459  0.015
P -1.4125 1.8295 -0.8352  0.127
H -2.3760 2.4916 -2.9832  0.001
H 0.5280 1.3425 4.5821  0.001
H -1.0247 4.1760 -1.3915  0.000
H 2.4700 2.3521 1.9920  -0.007
C 4.3266 0.7327 -0.7022  0.214
H -2.1598 0.7335 -2.8828  -0.004
H -2.3369 -1.9270 -1.8735  0.002
H 2.9942 1.5738 -2.0457  -0.021
P 0.0157 -1.2800 -1.5949  0.153
H 1.9516 0.7185 3.7067  0.000
H -5.1298 0.1748 0.7546  0.002
H 1.3538 3.3177 0.9940  -0.004
H -0.2408 -1.4892 2.6493  -0.006
H 2.0285 -2.6273 -1.3789  0.000
H 1.2248 -1.0015 -3.7130  0.002
C -4.6273 -3.5896 -0.1280  0.032
C -5.9107 -3.0378 -0.0967  0.261
C 4.9773 -0.0869 -1.6627  0.139
H -1.4969 3.2600 2.2491  0.003
H -3.7504 1.3911 -0.3875  0.002
C -0.5457 3.4372 -0.7339  0.001
H -1.2705 -2.8683 -2.9306  0.004
C -1.7039 1.6956 -2.6302  0.005
H -4.4745 -4.6319 -0.3788  0.004
H 6.4601 -1.5981 -2.0082  0.003
C -3.7445 -1.4332 0.5207  0.248
H 0.7473 -3.2497 -0.3194  0.001
H -2.9975 2.2427 0.9653  -0.018
P 0.2115 1.4717 2.1676  0.168
H 0.6832 -3.5714 -2.0728  -0.001
C -6.0992 -1.6614 0.1195  0.040
H -3.4899 3.1469 -0.4781  0.005
H 0.9416 0.5747 -2.9305  -0.016
H 7.1577 -1.7246 0.3929  0.001
H 0.4899 -0.2924 3.8691  0.000
H -0.7626 1.7879 -3.1812  0.001
C 0.9539 -2.8338 -1.3060  0.020
H -0.5513 3.8328 0.2870  0.001
H 2.1910 -0.5278 -2.2939  -0.023
H -2.1182 1.6741 2.8336  0.000
H 0.4913 3.3066 -1.0649  0.000

Properties
**Net charge**: +3
**Multiplicity**: 5
**Energy relative to the best compared isomer or geometry (same formula, charge and spin)**: 10.25 kcal/mol
**LUMO (spin up / spin down)**: -8.3 / -11.8 eV
**Orbital gap (spin up / spin down)**: 5.77 / 5.08 eV

***

(2)
CaH4N6O20 | ωB97M-V/def2-TZVPD

Last column: natural (NBO) charge in e.
Positions of all 31 atoms, in Å:
O -1.6386 10.7178 -18.4927  -0.531
O 0.9378 10.1625 -14.6068  -0.625
O -1.7824 7.0567 -16.3330  -0.587
O 1.6535 8.3519 -21.1497  -0.536
O 4.2112 5.0634 -19.5016  -0.604
H -1.3709 5.8847 -19.8830  0.492
N -2.8864 7.2231 -15.8919  0.741
O -2.7901 9.4938 -19.8634  -0.635
O -3.6372 6.3322 -15.5598  -0.607
N 0.3608 4.0734 -15.5158  0.738
O 2.4567 6.6279 -16.2626  -0.948
O 2.0930 5.3228 -18.8109  -0.555
O 0.1092 4.4757 -16.6372  -0.556
N 0.1575 9.6016 -15.3397  0.741
O -3.2516 8.3627 -15.8892  -0.522
O 0.5871 4.7899 -14.5684  -0.554
O 0.5764 8.7570 -16.0963  -0.607
H -0.3136 4.8666 -19.5120  0.492
O -0.6243 5.7468 -19.3000  -0.960
O 0.3420 2.8619 -15.3108  -0.603
N 3.1517 4.6548 -18.8733  0.709
N 1.8447 8.8601 -20.0639  0.739
O 3.1777 3.5213 -18.3962  -0.533
H 2.3380 6.3916 -15.3427  0.490
H 3.3562 6.3689 -16.4628  0.470
Ca 0.3566 6.8892 -17.6571  1.814
O -1.2076 8.6844 -18.6557  -0.550
O -0.9399 10.0566 -15.4533  -0.481
O 1.6510 8.2879 -18.9668  -0.591
N -1.8851 9.6209 -18.9978  0.736
O 2.3067 10.0195 -20.1513  -0.579

Properties
**Net charge**: -4
**Energy relative to the best compared isomer or geometry (same formula, charge and spin)**: 28.02 kcal/mol
**LUMO**: 9.1 eV
**Orbital gap**: 5.99 eV

***

(3)
C17H19BN6O3Os | ωB97M-V/def2-TZVPD

Last column: Mulliken spin population.
Positions of all 47 atoms, in Å:
H -1.0399 2.6025 -3.3889  -0.002
O -1.2571 -2.5772 0.0943  0.070
H 0.9816 0.8551 3.0370  0.000
C -3.7272 2.4764 -0.3251  0.002
H 1.5270 2.2412 4.0094  0.000
N -0.4556 -0.6271 -2.1181  -0.008
C 0.5346 -3.4873 4.3782  -0.001
C -0.1091 -1.6889 -2.9466  0.008
Os -1.8515 -0.9806 -0.7442  2.633
N 1.5664 2.6918 -0.9579  0.378
H 0.4470 -3.3495 5.4538  0.000
N -0.3008 0.5521 -2.8863  0.034
O 0.8059 -4.2580 0.3192  0.002
C 1.0923 3.9798 -2.7352  0.325
C 1.5465 -4.6501 2.5193  -0.002
H 2.2256 -5.3920 2.1040  0.000
H 0.0263 -3.8246 -0.0904  -0.004
N -2.1497 0.9338 -0.5943  -0.034
C 2.2517 4.5070 -2.1486  0.337
N 0.6895 2.8830 -2.0147  -0.019
C -3.2780 1.2486 0.1255  0.016
C 1.7355 1.2011 3.7482  0.001
H 0.5348 4.3124 -3.6047  0.009
C 2.5043 3.6599 -1.0287  -0.046
H -3.6981 0.5233 0.8191  0.008
H -0.9032 -1.9191 3.8739  0.000
H 2.6774 1.1216 3.3405  0.000
C -0.0678 -2.8576 2.1316  0.001
C 0.0843 -1.2082 -4.2311  0.023
C 1.4331 -4.4414 3.8878  0.004
C 0.7579 -3.9134 1.6356  0.009
H 2.0157 -5.0631 4.5681  0.000
C -2.8173 2.9126 -1.2879  0.035
C -0.2054 -2.6801 3.5187  0.000
H 1.6681 0.5942 4.6544  0.000
B -0.5919 2.0142 -2.4148  0.012
O -0.6756 -0.7400 1.1313  0.110
C -0.6864 -2.0109 1.1466  0.040
H -2.8597 3.7539 -1.9465  0.002
H 3.3230 3.7564 -0.3139  0.003
H -0.1428 -2.7354 -2.5843  -0.002
H -0.1895 0.8797 -4.9737  0.002
H 0.2842 -1.8061 -5.1061  0.001
H -4.6294 2.9525 -0.0248  0.000
C -0.1013 0.1748 -4.1644  0.037
N -1.8088 2.0257 -1.4037  0.012
H 2.8333 5.3571 -2.4616  0.004

Properties
**Net charge**: +2
**Multiplicity**: 5
**Energy relative to the best compared isomer or geometry (same formula, charge and spin)**: 47.09 kcal/mol
**LUMO (spin up / spin down)**: -7.7 / -10.2 eV
**Orbital gap (spin up / spin down)**: 5.89 / 3.35 eV

***

(4)
C24H66ClN6O10 | ωB97M-V/def2-TZVPD

Last column: Mulliken spin population.
Positions of all 107 atoms, in Å:
C 1.8074 -2.4090 -3.3146  0.000
H 0.2360 -0.6078 4.5297  0.001
H 0.2036 -3.0862 3.8113  0.000
C 4.7131 3.3854 -2.1884  0.000
C -2.8729 -2.2499 -1.4143  -0.028
N 3.4336 4.1263 1.0536  0.000
C -1.2351 -1.0191 -4.9418  0.000
C 1.9960 6.0806 0.8204  0.000
H 3.6839 -2.8924 -4.4316  0.000
C -3.3175 0.5485 1.6111  -0.011
H -0.7508 -3.8056 -0.9344  -0.012
H -1.6500 -2.4925 0.8264  0.021
H -1.1504 -1.5705 2.6154  -0.015
N -4.1968 -0.5431 1.2111  0.238
H -4.7608 1.9018 2.4949  0.001
H 4.2729 3.1449 -1.2207  0.000
N 2.1104 -3.4001 -2.3197  0.000
C 4.8746 1.0744 -2.4128  0.000
C 2.0584 4.5791 1.0739  0.000
H -0.3542 -6.9697 1.1103  0.000
H 1.0283 6.4312 1.1793  0.000
H -1.9370 -1.7525 -4.5449  0.000
C 2.6150 -2.7488 -4.5899  0.000
O 2.0278 -0.5546 -0.2953  0.001
H -5.0774 -0.0669 1.3444  0.012
H -2.7635 -2.5278 -2.4626  -0.002
O 0.4474 -2.0205 0.5068  0.002
N -2.9130 -1.7396 3.7532  0.038
H -2.3478 0.1313 1.8824  -0.002
O 4.6086 2.3032 -3.0869  0.000
C 0.3011 -2.2507 -3.5733  0.000
C -0.8666 -3.1014 4.0176  0.002
H 2.0911 6.2241 -0.2559  0.000
H -5.5633 1.5256 4.9292  0.000
C -0.8528 -0.5819 4.5736  0.001
C 4.2954 5.0933 -4.0057  0.000
C -3.8532 1.3954 2.8235  0.002
H 3.9342 5.4154 -0.7779  0.000
H 1.8400 -2.9153 -1.4760  0.000
H -1.8669 -4.9566 -1.6805  0.004
H 4.0142 4.2962 -4.6939  0.000
H -1.0493 2.9403 -1.2417  0.000
Cl 0.8760 -0.6815 0.5011  0.001
H -1.4324 -0.9601 -6.0121  0.000
H -1.9892 4.4375 -0.8985  0.000
H -2.1970 -3.7115 1.2922  0.007
C -0.9978 4.0135 -1.0584  0.001
N 4.2353 5.7674 -1.6754  0.000
O -0.1852 0.2130 -0.0245  -0.001
H 1.5514 3.7932 -1.0137  0.000
N -2.5878 -2.8524 0.9324  0.538
C -3.2287 1.4500 0.4421  0.033
H -0.9526 -7.1642 -0.4942  0.001
C -1.4231 -1.7296 3.6587  0.013
H 2.8127 6.5471 1.3712  0.000
H -3.1068 2.1517 3.0667  0.000
O 1.1650 -0.3480 1.8945  0.000
H -1.2073 -0.6466 5.6023  0.000
H -3.8847 2.0336 5.3363  0.000
C -4.5313 1.2004 5.0611  0.000
H 1.3465 2.6721 0.1751  0.000
H -3.0484 -0.8054 4.1122  -0.002
H 2.9208 4.3760 -2.5781  0.000
H -4.5971 0.5002 5.8939  0.000
H 4.2641 0.7919 -1.5552  0.000
H 5.2199 5.8589 -1.4697  0.000
H 5.9055 0.9809 -2.0712  0.000
H -3.7100 -3.9977 -0.5367  0.034
C -2.7989 -3.4067 -0.4430  0.015
H -0.1719 -3.2012 -3.8200  0.000
H 3.8297 4.6717 1.8057  0.000
H 2.2837 -3.6866 -5.0359  0.000
O -0.1827 4.1772 0.0808  0.000
H -2.0072 -1.6150 -1.2253  0.006
H 5.7505 3.6402 -1.9718  0.000
H 2.5109 -2.0004 -5.3756  0.000
O -1.4986 -5.3023 0.3629  0.009
C 3.9659 4.6835 -2.6123  0.000
H -2.4267 2.1283 0.7336  -0.003
H 5.2937 5.4903 -4.1900  0.000
H 0.0314 -5.4164 3.2469  0.000
H -3.7906 -1.6807 -1.2659  -0.006
H -1.5681 -6.2530 3.3618  0.000
H -4.0858 -0.4094 0.2161  0.010
H -1.2661 0.3275 4.1375  0.000
H 3.1051 -3.4854 -2.1668  0.000
H 3.2667 3.2084 1.4406  0.000
C -0.5528 -6.4175 0.1918  0.000
O -1.4805 -4.1674 3.3305  0.001
H -0.1526 -1.8426 -2.6701  0.000
H 2.0906 -1.4331 -2.9203  0.000
H 1.7096 4.3751 2.0863  0.000
C 1.2377 3.7468 0.0291  0.000
H 4.8549 0.3095 -3.1891  0.000
H -4.1336 2.0396 0.2951  0.002
C -0.9443 -5.4396 3.7323  0.000
H -2.9731 0.8671 -0.4427  0.005
H 3.6053 5.9059 -4.2326  0.000
H -0.8004 -5.6562 4.7908  0.000
H -2.9702 -2.1834 4.6587  0.000
H -0.5767 4.4298 -1.9735  0.000
O -4.0683 0.5779 3.9211  0.004
H -1.5281 -0.0341 -4.5784  0.000
H 0.4144 -6.0994 -0.1975  -0.001
H -0.9024 -3.3476 5.0789  0.000
O 0.1441 -1.3216 -4.6797  0.000
C -1.6465 -4.4038 -0.7672  0.083

Properties
**Net charge**: 0
**Multiplicity**: 2
**Energy relative to the best compared isomer or geometry (same formula, charge and spin)**: 0.00 kcal/mol
**LUMO (spin up / spin down)**: 0.5 / -4.5 eV
**Orbital gap (spin up / spin down)**: 9.20 / 4.25 eV

***

(5)
C31H20Cl5GdP2S2 | ωB97M-V/def2-TZVPD

Last column: Mulliken spin population.
Positions of all 61 atoms, in Å:
H -1.1104 0.8618 -2.3867  0.010
C -0.6419 0.3453 1.3122  0.226
C -1.0305 5.4463 -1.0711  -0.037
Gd -0.5170 2.5050 0.1116  6.676
C 1.2813 5.4789 -0.7580  -0.013
P 1.0633 0.1913 1.2611  0.059
C 1.6050 -2.0823 4.5786  0.003
H 1.6487 -2.3940 -0.0330  -0.002
C -0.5696 -2.1454 -3.8141  -0.001
H -4.9875 -4.3262 2.6358  0.000
C -2.4667 -2.1064 2.2250  -0.006
Cl 2.7791 7.7510 -0.8254  0.000
C -2.8153 -1.5997 0.9803  0.004
C 1.3071 6.8620 -0.9273  0.000
H 1.0315 -2.3157 5.4661  0.000
Cl -2.5626 7.6182 -1.6301  0.000
C 1.7910 -0.9772 2.4466  0.016
H -0.8025 -4.0406 -2.8405  0.000
S 1.8164 2.0058 1.7315  0.015
H 3.6789 -1.2008 1.4403  -0.001
C -4.3759 -3.5631 2.1724  0.000
H -1.4204 -3.0564 -0.6714  -0.001
H -0.4147 -0.1199 -4.5110  0.000
C -3.9548 -2.0739 0.3327  0.002
C -1.2075 -2.4084 -1.5123  -0.001
H 2.5283 -2.9750 -2.2586  0.000
C -0.8539 -2.9647 -2.7346  0.000
C 1.0543 -1.2845 3.5871  0.001
C 2.5821 0.3961 -2.5336  -0.008
C -0.6336 -0.7654 -3.6705  -0.003
C 3.0902 -1.4570 2.3123  -0.002
C 1.9135 -1.6072 -0.7298  -0.004
C 2.4094 -1.9350 -1.9834  -0.002
H 2.8383 1.1822 -3.2319  0.000
H 1.9695 1.7742 -1.0238  0.008
C -1.2949 -1.0271 -1.3604  0.019
C 1.7611 -0.2737 -0.3598  0.030
S -3.0600 1.2419 -0.2656  0.017
H 3.1583 -1.1944 -3.8517  0.000
C -3.2468 -3.0903 2.8210  0.003
H 4.6464 -2.6312 3.1959  0.000
C 0.1117 7.5359 -1.1861  0.000
H -1.5871 -1.7202 2.7217  -0.015
C -1.0026 -0.2160 -2.4557  -0.015
C -1.0775 6.8199 -1.2741  -0.003
C 2.7569 -0.9351 -2.8807  0.000
H -5.6161 -3.4190 0.4245  0.000
C -4.7300 -3.0540 0.9271  -0.001
H -0.3060 -2.5774 -4.7709  0.000
C 0.1169 4.7222 -0.8054  0.006
C 2.0789 0.7226 -1.2838  -0.019
C 3.6366 -2.2577 3.3036  0.002
H 0.0593 -0.8721 3.7004  -0.013
H -2.9732 -3.4823 3.7918  0.000
H -4.2372 -1.6657 -0.6307  -0.001
Cl 0.1061 9.2403 -1.4090  0.000
H 3.3274 -3.1963 5.2063  0.000
Cl -2.5257 4.5099 -1.1655  -0.005
Cl 2.7984 4.6536 -0.5041  -0.003
C 2.8948 -2.5737 4.4341  -0.002
P -1.8187 -0.2798 0.2302  0.062

Properties
**Net charge**: 0
**Multiplicity**: 8
**Energy relative to the best compared isomer or geometry (same formula, charge and spin)**: 16.33 kcal/mol
**LUMO (spin up / spin down)**: -0.4 / -2.2 eV
**Orbital gap (spin up / spin down)**: 7.99 / 5.73 eV

***

(6)
C12H11O4PV | ωB97M-V/def2-TZVPD

Last column: Mulliken spin population.
Positions of all 29 atoms, in Å:
C 0.3771 -2.5679 2.5342  -0.016
C -2.4076 0.8660 5.5112  -0.002
O 0.0392 0.2467 -2.7711  0.149
H 0.6012 -2.7183 3.5941  -0.006
H -1.6288 -0.7284 6.7454  0.000
C 2.1696 -1.4256 -0.0373  -0.010
H 2.7816 -0.4532 2.2614  -0.013
H -1.4379 1.4744 2.2743  0.017
C -1.4478 -1.7758 0.1655  -0.043
H -0.1023 -1.5787 5.0080  -0.001
H 1.9043 0.8758 3.0628  0.004
C 0.1178 -0.0910 -1.6534  -0.067
P 0.3645 -0.7496 2.2086  -0.223
C -0.7518 -0.1394 3.5099  0.008
C -0.7644 -0.7393 4.7821  -0.003
C -1.6127 -0.2511 5.7687  0.002
H -2.9364 2.3941 4.0693  0.000
O -2.5649 -2.1297 0.2534  0.125
O 3.3406 -1.5002 -0.0756  0.125
H 2.0736 -0.7091 3.8961  -0.001
C -1.5219 0.9996 3.2567  -0.015
C -2.3513 1.4947 4.2631  0.004
H -3.0546 1.2656 6.2874  0.000
H -0.6020 -3.0099 2.3068  -0.006
C 1.9440 -0.2160 2.9272  0.037
H 1.1526 -3.0750 1.9443  0.003
C -0.4488 3.7196 1.2316  0.000
O -0.4035 4.6528 0.5687  0.001
V 0.3064 -1.0584 -0.0379  2.932

Properties
**Net charge**: +2
**Multiplicity**: 4
**LUMO (spin up / spin down)**: -10.7 / -10.9 eV
**Orbital gap (spin up / spin down)**: 4.96 / 4.75 eV